No. 1
The following is a quantum chemistry calculation of C18H21IN3O3PtSbSe4 as an isolated structure, from the Open Molecules 2025 dataset.

## Properties
Energy above the lowest of the compared OMol25 structures with the same formula, charge and spin, kJ/mol: 0.00
Largest force on an atom, Eh/bohr: 0.0018
E_tot, a.u.: -11351.5570
Orbital gap, eV: 6.1
LUMO energy, eV: -1.2

The geometry in ORCA input format:
```
! wB97M-V def2-TZVPD RIJCOSX def2/J DEFGRID3
* xyz 0 1
Pt 0.76 -0.36 0.11
C -2.84 0.68 -2.67
C -2.43 1.68 -1.63
N -2.89 2.91 -1.71
C -2.53 3.81 -0.77
C -1.72 3.51 0.29
C -1.43 4.54 1.34
O -0.02 4.60 1.54
C -1.20 2.20 0.38
C -0.50 1.79 1.57
N 0.27 0.76 1.71
C 0.60 0.40 3.06
C 1.88 0.63 3.54
C 2.21 0.28 4.84
C 1.25 -0.29 5.66
C -0.04 -0.50 5.20
C -0.37 -0.15 3.89
I -2.33 -0.45 3.25
C -1.54 1.26 -0.60
O -1.13 0.02 -0.62
H -3.52 1.15 -3.38
H -3.33 -0.18 -2.21
H -1.97 0.31 -3.21
H -2.92 4.81 -0.90
H -1.94 4.28 2.28
H -1.82 5.50 1.01
H 0.17 5.29 2.19
H -0.68 2.36 2.47
H 2.61 1.07 2.87
H 3.21 0.46 5.20
H 1.50 -0.57 6.68
H -0.79 -0.93 5.84
Se 2.19 -5.01 -0.97
Sb 2.48 -3.40 0.73
Se 3.21 -0.19 0.43
Se 2.21 1.49 -0.79
Se 0.17 -2.54 1.26
C 2.63 -2.17 -3.66
N 1.27 -2.62 -3.41
C 0.73 -3.70 -4.24
C 0.62 -2.18 -2.34
C -0.77 -2.67 -2.08
O 1.25 -1.38 -1.60
H 2.83 -2.25 -4.73
H 3.34 -2.79 -3.11
H 2.75 -1.14 -3.34
H 1.55 -4.11 -4.82
H -0.03 -3.33 -4.92
H 0.33 -4.49 -3.61
H -1.33 -2.73 -3.01
H -1.27 -2.00 -1.39
H -0.70 -3.66 -1.64
*
```

***

No. 2
The following is a quantum chemistry calculation of an isolated ion of composition C18H21N2O and charge +1 in a non-equilibrium geometry, from the Open Molecules 2025 dataset.

## Properties
Energy above the lowest of the compared OMol25 structures with the same formula, charge and spin, kJ/mol: 2048.98
Largest force on an atom, Eh/bohr: 0.1878
E_tot, a.u.: -882.2375
Orbital gap, eV: 6.3
Structure (SMILES): C#Cc1ccc(CCOCC)c2c[n+](N=C(C)C)ccc12
LUMO energy, eV: -4.9

The geometry in ORCA input format:
```
! wB97M-V def2-TZVPD RIJCOSX def2/J DEFGRID3
* xyz 1 1
C 3.18 -5.95 0.78
C 2.80 -4.62 0.44
C 2.73 -2.95 0.59
C 4.03 -1.97 0.50
C 3.80 -0.35 0.71
C 2.32 0.35 0.99
C 2.30 1.97 1.22
C 1.29 2.80 0.24
O 1.33 2.41 -1.18
C 0.01 2.79 -1.75
C 0.12 3.25 -3.35
C 1.01 -0.65 1.06
C -0.50 -0.07 1.34
N -1.66 -1.08 1.35
N -2.95 -0.59 1.55
C -3.53 -0.15 0.38
C -3.20 -0.70 -1.13
C -4.70 1.02 0.52
C -1.51 -2.57 1.15
C -0.05 -3.27 0.88
C 1.26 -2.27 0.84
H 3.35 -7.08 1.11
H 5.11 -2.43 0.33
H 4.78 0.32 0.67
H 3.40 2.41 1.10
H 1.98 2.15 2.36
H 1.62 3.95 0.30
H 0.19 2.77 0.65
H -0.48 3.72 -1.20
H -0.67 1.81 -1.66
H -0.94 3.74 -3.61
H 0.29 2.32 -4.03
H 0.91 4.11 -3.49
H -0.79 1.05 1.55
H -3.38 0.21 -1.89
H -2.09 -1.05 -1.30
H -3.96 -1.53 -1.43
H -5.11 1.25 -0.56
H -5.61 0.56 1.15
H -4.27 2.00 0.99
H -2.48 -3.24 1.17
H 0.02 -4.43 0.70
*
```

***

No. 3
The following is a quantum chemistry calculation of a 2-piece molecular cluster, C18H21N2S overall in a non-equilibrium geometry, from the Open Molecules 2025 dataset.

## Properties
Energy above the lowest of the compared OMol25 structures with the same formula, charge and spin, kJ/mol: 0.00
Largest force on an atom, Eh/bohr: 0.0626
E_tot, a.u.: -1205.8469
Orbital gap, eV: 5.2
LUMO energy, eV: -4.6

The geometry in ORCA input format:
```
! wB97M-V def2-TZVPD RIJCOSX def2/J DEFGRID3
* xyz 1 1
C -0.35 -3.60 0.75
S 1.29 -3.56 -0.07
C 1.01 -4.76 -1.46
C 1.29 -2.13 -0.99
C 2.09 -1.00 -0.74
C 2.17 0.03 -1.73
C 2.91 1.17 -1.49
C 3.56 1.35 -0.26
C 4.31 2.56 -0.01
N 4.90 3.54 0.20
C 3.47 0.36 0.73
C 2.78 -0.82 0.50
H -0.37 -2.79 1.48
H -1.15 -3.46 0.01
H -0.45 -4.56 1.26
H 2.01 -5.07 -1.79
H 0.45 -5.63 -1.11
H 0.48 -4.23 -2.26
H 0.79 -2.23 -1.96
H 1.63 -0.11 -2.67
H 2.97 1.95 -2.26
H 3.96 0.53 1.69
H 2.73 -1.59 1.26
C -3.02 0.22 -1.12
N -1.92 0.68 -0.25
C -2.13 1.74 0.65
C -1.03 2.49 1.10
C -1.27 3.67 1.82
C -2.58 4.03 2.17
C -3.65 3.18 1.87
C -3.43 2.04 1.09
C -0.77 0.03 -0.35
H -3.70 1.04 -1.34
H -2.58 -0.17 -2.04
H -3.59 -0.59 -0.64
H -0.01 2.18 0.85
H -0.43 4.31 2.09
H -2.77 4.98 2.68
H -4.65 3.40 2.22
H -4.25 1.37 0.83
H 0.01 0.20 0.40
H -0.68 -0.73 -1.12
*
```

***

No. 4
The following is a quantum chemistry calculation of C18H21N5O3PPmSTe as an isolated structure in a non-equilibrium geometry, from the Open Molecules 2025 dataset.

## Properties
Energy above the lowest of the compared OMol25 structures with the same formula, charge and spin, kJ/mol: 0.00
Largest force on an atom, Eh/bohr: 0.0303
E_tot, a.u.: -2814.0337
Orbital gap (alpha / beta), eV: 6.3 / 6.4
<S²>: 6.01
LUMO energy (alpha / beta), eV: -1.1 / -1.0

The geometry in ORCA input format:
```
! wB97M-V def2-TZVPD RIJCOSX def2/J DEFGRID3
* xyz 0 5
Pm -0.45 0.52 -0.36
S -0.27 -2.13 -1.15
C 1.47 -1.89 -1.05
N 2.40 -2.52 -1.66
N 2.04 -3.53 -2.44
C 3.00 -4.23 -3.17
C 4.36 -3.94 -3.07
C 5.27 -4.70 -3.80
C 4.85 -5.74 -4.62
C 3.49 -6.02 -4.71
C 2.57 -5.28 -3.99
N 1.83 -0.77 -0.22
N 3.01 -0.67 0.14
C 3.31 0.49 0.92
C 2.40 1.09 1.78
C 2.76 2.24 2.46
C 4.03 2.78 2.28
C 4.93 2.17 1.42
C 4.58 1.01 0.75
H 1.06 -3.72 -2.59
H 4.69 -3.14 -2.43
H 6.32 -4.47 -3.72
H 5.57 -6.32 -5.17
H 3.15 -6.83 -5.34
H 1.51 -5.51 -4.05
H 1.41 0.67 1.93
H 2.05 2.71 3.13
H 4.31 3.68 2.81
H 5.92 2.60 1.28
H 5.27 0.51 0.08
C -0.55 6.91 -0.66
C 0.57 5.91 -0.53
O 0.14 4.79 0.30
P -0.13 3.36 -0.29
O -0.31 2.39 0.88
Te 1.44 2.52 -1.85
O -1.56 3.30 -0.97
C -1.89 3.79 -2.31
C -2.49 2.66 -3.10
H -0.22 7.76 -1.25
H -0.86 7.27 0.32
H -1.42 6.47 -1.15
H 1.44 6.32 -0.03
H 0.89 5.53 -1.50
H -0.99 4.18 -2.78
H -2.60 4.60 -2.15
H -1.75 1.88 -3.29
H -2.81 3.04 -4.07
H -3.34 2.22 -2.59
N -4.04 0.26 -0.66
C -2.89 0.31 -0.48
*
```

***

No. 5
The following is a quantum chemistry calculation of a single C18H21N5O4 molecule in a non-equilibrium geometry, from the Open Molecules 2025 dataset.

## Properties
Energy above the lowest of the compared OMol25 structures with the same formula, charge and spin, kJ/mol: 192.44
Largest force on an atom, Eh/bohr: 0.0277
E_tot, a.u.: -1273.2574
Orbital gap, eV: 7.8
Structure (SMILES): CCCCn1c(=O)[nH]c(=O)c2c1nc(-c1ccc(C)c([N+](=O)[O-])c1)n2CC
LUMO energy, eV: -0.7

The geometry in ORCA input format:
```
! wB97M-V def2-TZVPD RIJCOSX def2/J DEFGRID3
* xyz 0 1
C -2.36 -4.81 -0.28
C -3.28 -4.11 0.71
C -3.01 -2.61 0.82
C -3.34 -1.86 -0.47
N -3.17 -0.43 -0.29
C -4.25 0.37 -0.03
O -5.39 -0.05 0.03
N -3.98 1.72 0.16
C -2.76 2.40 0.14
O -2.70 3.60 0.32
C -1.70 1.48 -0.12
C -1.92 0.12 -0.32
N -0.76 -0.52 -0.57
C 0.17 0.42 -0.51
C 1.60 0.18 -0.71
C 2.17 0.26 -1.99
C 3.52 0.04 -2.17
C 4.36 -0.28 -1.10
C 5.82 -0.50 -1.36
C 3.78 -0.35 0.17
N 4.55 -0.66 1.35
O 4.07 -0.32 2.42
O 5.61 -1.22 1.23
C 2.42 -0.13 0.36
N -0.34 1.64 -0.25
C 0.38 2.88 -0.07
C 0.73 3.11 1.40
H -2.56 -4.49 -1.30
H -1.32 -4.59 -0.05
H -2.50 -5.89 -0.23
H -4.32 -4.27 0.42
H -3.14 -4.56 1.70
H -1.96 -2.44 1.07
H -3.62 -2.20 1.63
H -4.38 -2.03 -0.75
H -2.67 -2.17 -1.27
H -4.80 2.29 0.34
H 1.54 0.49 -2.83
H 3.94 0.10 -3.16
H 6.43 0.06 -0.66
H 6.07 -0.20 -2.37
H 6.07 -1.55 -1.22
H 2.02 -0.21 1.36
H 1.28 2.85 -0.68
H -0.27 3.69 -0.41
H -0.18 3.16 2.00
H 1.36 2.30 1.78
H 1.26 4.05 1.51
*
```

***

No. 6
The following is a quantum chemistry calculation of a single C18H21N5O5 molecule in a non-equilibrium geometry, from the Open Molecules 2025 dataset.

## Properties
Energy above the lowest of the compared OMol25 structures with the same formula, charge and spin, kJ/mol: 312.75
Largest force on an atom, Eh/bohr: 0.0308
E_tot, a.u.: -1348.3666
Orbital gap, eV: 10.0
Structure (SMILES): Cc1ccc(C(=O)NC(C)(COc2nonc2C)COc2nonc2C)cc1
LUMO energy, eV: 0.5

The geometry in ORCA input format:
```
! wB97M-V def2-TZVPD RIJCOSX def2/J DEFGRID3
* xyz 0 1
C -7.84 -0.04 -0.98
C -6.42 -0.11 -0.54
C -5.44 -0.66 -1.37
C -4.12 -0.74 -0.96
C -3.75 -0.27 0.30
C -2.35 -0.35 0.81
O -2.10 -0.48 2.00
N -1.39 -0.25 -0.14
C 0.04 -0.29 0.11
C 0.75 -0.17 -1.24
C 0.38 -1.63 0.79
O 1.76 -1.72 1.08
C 2.54 -2.29 0.18
N 2.18 -3.03 -0.84
O 3.32 -3.42 -1.45
N 4.40 -2.93 -0.82
C 3.99 -2.22 0.19
C 4.83 -1.46 1.12
C 0.47 0.84 1.08
O 0.67 2.09 0.45
C 1.92 2.39 0.12
N 2.98 1.65 0.29
O 4.03 2.39 -0.17
N 3.62 3.58 -0.62
C 2.33 3.65 -0.47
C 1.48 4.80 -0.84
C -4.73 0.25 1.14
C -6.04 0.34 0.72
H -8.33 0.85 -0.58
H -7.92 -0.04 -2.06
H -8.39 -0.91 -0.60
H -5.72 -1.03 -2.34
H -3.40 -1.20 -1.62
H -1.68 -0.06 -1.09
H 1.82 -0.12 -1.10
H 0.52 -1.03 -1.86
H 0.43 0.74 -1.75
H 0.07 -2.47 0.16
H -0.14 -1.68 1.75
H 4.61 -0.40 1.03
H 4.62 -1.76 2.15
H 5.88 -1.63 0.90
H -0.33 0.99 1.82
H 1.39 0.53 1.59
H 0.76 4.50 -1.60
H 0.93 5.14 0.04
H 2.10 5.60 -1.21
H -4.43 0.59 2.12
H -6.78 0.76 1.38
*
```

***

No. 7
The following is a quantum chemistry calculation of a single C18H21N7O5S molecule in a non-equilibrium geometry, from the Open Molecules 2025 dataset.

## Properties
Energy above the lowest of the compared OMol25 structures with the same formula, charge and spin, kJ/mol: 14.76
Largest force on an atom, Eh/bohr: 0.0691
E_tot, a.u.: -1855.8116
Orbital gap, eV: 5.3
LUMO energy, eV: -2.2

The geometry in ORCA input format:
```
! wB97M-V def2-TZVPD RIJCOSX def2/J DEFGRID3
* xyz 0 1
C -0.78 -2.75 1.91
C -0.44 -1.55 2.77
C -0.63 -1.88 4.24
N 0.98 -1.13 2.56
C 1.04 0.13 2.34
S 2.56 0.96 2.26
C 3.53 -0.36 3.23
C 4.98 -0.09 3.18
N 6.12 0.14 3.14
C -0.34 0.84 2.24
C -0.46 1.78 3.43
C -0.47 1.56 0.90
N -1.23 -0.36 2.33
C -2.55 -0.47 2.21
C -3.56 0.51 1.59
C -4.30 1.19 2.73
H -0.07 -3.56 2.12
H -1.80 -3.09 2.14
H -0.71 -2.49 0.84
H 0.07 -2.70 4.49
H -0.38 -1.02 4.88
H -1.65 -2.22 4.43
H 3.17 -0.30 4.27
H 3.29 -1.34 2.78
H 0.35 2.53 3.37
H -1.42 2.31 3.42
H -0.34 1.23 4.38
H 0.47 2.07 0.68
H -0.68 0.86 0.09
H -1.26 2.32 0.95
H -3.01 -1.27 2.81
H -2.94 1.25 1.07
H -5.00 1.95 2.34
H -4.91 0.48 3.30
H -3.57 1.68 3.38
O -7.49 -4.07 -0.75
N -6.55 -3.47 -1.31
O -6.05 -3.88 -2.38
C -5.97 -2.28 -0.73
C -4.83 -1.70 -1.32
C -4.12 -0.68 -0.72
N -3.22 0.07 -1.54
O -2.92 -0.38 -2.68
O -2.79 1.19 -1.15
C -4.57 0.04 0.60
C -5.80 -0.67 1.14
N -6.57 -0.22 2.14
O -7.69 -1.12 2.16
N -7.65 -2.03 1.14
C -6.47 -1.73 0.49
H -4.51 -2.05 -2.30
H -4.98 1.01 0.20
*
```

***

No. 8
The following is a quantum chemistry calculation of C18H21N7OSV as an isolated structure, from the Open Molecules 2025 dataset.

## Properties
Energy above the lowest of the compared OMol25 structures with the same formula, charge and spin, kJ/mol: 0.00
Largest force on an atom, Eh/bohr: 0.0148
E_tot, a.u.: -2498.7741
Orbital gap (alpha / beta), eV: 7.9 / 6.6
<S²>: 1.03
LUMO energy (alpha / beta), eV: -5.9 / -5.9

The geometry in ORCA input format:
```
! wB97M-V def2-TZVPD RIJCOSX def2/J DEFGRID3
* xyz 2 2
V 0.01 -0.09 -0.10
C 0.19 -2.45 4.50
N 1.13 -2.43 3.37
C 2.12 -3.38 3.15
C 2.80 -3.00 2.05
N 2.22 -1.81 1.60
C 1.17 -1.48 2.43
S 0.11 -0.14 2.31
C 2.86 -0.95 0.67
C 4.24 -0.97 0.55
C 4.83 -0.11 -0.37
C 4.04 0.76 -1.10
C 2.68 0.74 -0.89
N 2.09 -0.14 -0.06
H 0.19 -3.45 4.91
H -0.80 -2.19 4.14
H 0.51 -1.73 5.25
H 2.22 -4.24 3.78
H 3.61 -3.48 1.53
H 4.83 -1.61 1.18
H 5.90 -0.12 -0.48
H 4.46 1.47 -1.79
H 2.02 1.42 -1.40
N -1.07 -1.50 -3.93
C -0.31 -0.51 -4.50
C 0.31 0.13 -3.47
N -0.07 -0.44 -2.28
C -0.90 -1.41 -2.60
C -1.47 -2.19 -1.50
N -1.11 -1.86 -0.27
C -1.79 -2.72 0.57
C -2.56 -3.55 -0.16
N -2.34 -3.21 -1.49
H -1.66 -2.15 -4.43
H -0.27 -0.37 -5.57
H 0.98 0.97 -3.52
H -1.69 -2.64 1.64
H -3.23 -4.34 0.11
H -2.77 -3.64 -2.28
C -3.34 1.92 0.11
O -2.23 1.09 -0.31
C -0.95 1.53 -0.15
C -0.71 2.97 0.16
H -3.20 2.25 1.13
H -4.22 1.30 0.03
H -3.43 2.78 -0.56
H -1.41 3.63 -0.36
H 0.30 3.25 -0.13
H -0.81 3.16 1.23
*
```

***

No. 9
The following is a quantum chemistry calculation of a 2-piece molecular cluster, C18H21NO2 overall in a non-equilibrium geometry, from the Open Molecules 2025 dataset.

## Properties
Energy above the lowest of the compared OMol25 structures with the same formula, charge and spin, kJ/mol: 442.24
Largest force on an atom, Eh/bohr: 0.0546
E_tot, a.u.: -903.5943
Orbital gap, eV: 4.9
LUMO energy, eV: -0.8

The geometry in ORCA input format:
```
! wB97M-V def2-TZVPD RIJCOSX def2/J DEFGRID3
* xyz 0 1
C -3.23 -0.40 2.81
O -2.28 0.67 2.78
C -0.95 0.37 2.79
C -0.01 1.44 2.82
C 1.33 1.23 2.82
C 1.86 -0.11 2.61
O 3.03 -0.32 2.14
C 0.91 -1.18 2.88
C -0.43 -0.95 2.85
H -4.20 0.10 2.80
H -3.14 -1.06 1.93
H -3.13 -1.01 3.74
H -0.46 2.45 2.80
H 2.01 2.09 2.85
H 1.32 -2.20 2.93
H -1.12 -1.81 2.87
C 7.34 -3.63 2.22
N 6.96 -2.56 1.31
C 8.04 -1.85 0.60
C 5.68 -2.18 1.23
C 5.24 -1.10 0.46
C 3.88 -0.89 0.23
C 3.42 0.10 -0.72
C 2.23 -0.07 -1.48
C 1.81 0.90 -2.40
C 2.54 2.10 -2.54
C 3.72 2.28 -1.81
C 4.15 1.31 -0.90
H 8.40 -3.84 2.10
H 7.14 -3.39 3.28
H 6.75 -4.53 2.00
H 8.96 -2.42 0.80
H 7.79 -1.84 -0.48
H 8.14 -0.80 0.96
H 4.94 -2.81 1.76
H 5.98 -0.40 0.04
H 3.19 -1.74 0.42
H 1.68 -1.00 -1.38
H 0.89 0.75 -2.96
H 2.19 2.87 -3.22
H 4.28 3.22 -1.90
H 5.08 1.45 -0.33
*
```

***

No. 10
The following is a quantum chemistry calculation of a single C18H21NO2 molecule, from the Open Molecules 2025 dataset.

## Properties
Energy above the lowest of the compared OMol25 structures with the same formula, charge and spin, kJ/mol: 17.69
Largest force on an atom, Eh/bohr: 0.0120
E_tot, a.u.: -903.7560
Orbital gap, eV: 9.3
Structure (SMILES): CC[C@H](C(=O)NCc1ccccc1OC)c1ccccc1
LUMO energy, eV: 0.8

The geometry in ORCA input format:
```
! wB97M-V def2-TZVPD RIJCOSX def2/J DEFGRID3
* xyz 0 1
C -1.55 -3.67 -1.76
C -2.46 -2.48 -2.02
C -2.09 -1.21 -1.22
C -0.78 -0.59 -1.70
O -0.03 -1.09 -2.51
N -0.54 0.61 -1.12
C 0.67 1.36 -1.35
C 1.45 1.65 -0.10
C 1.23 0.99 1.09
C 1.97 1.28 2.22
C 2.95 2.25 2.16
C 3.19 2.93 0.98
C 2.45 2.64 -0.16
O 2.61 3.25 -1.37
C 3.60 4.24 -1.49
C -2.03 -1.48 0.26
C -3.15 -1.25 1.06
C -3.11 -1.51 2.42
C -1.94 -1.98 3.00
C -0.83 -2.21 2.22
C -0.87 -1.96 0.86
H -0.52 -3.41 -2.01
H -1.59 -3.98 -0.72
H -1.85 -4.51 -2.38
H -2.41 -2.23 -3.08
H -3.49 -2.75 -1.77
H -2.88 -0.47 -1.41
H -1.18 0.96 -0.43
H 1.27 0.77 -2.05
H 0.43 2.31 -1.85
H 0.47 0.22 1.14
H 1.79 0.75 3.14
H 3.54 2.49 3.04
H 3.96 3.69 0.96
H 4.60 3.84 -1.29
H 3.55 4.57 -2.53
H 3.41 5.09 -0.83
H -4.06 -0.88 0.61
H -3.98 -1.33 3.03
H -1.91 -2.18 4.06
H 0.08 -2.58 2.66
H 0.00 -2.14 0.25
*
```

***

E_tot of number 6 (C18H21N5O5)? -1348.3666 a.u.